# 1
C30H60AsF6O30Rb as an isolated structure at a distorted geometry. Source: OMol25; level of theory: the ωB97M-V functional and the def2-TZVPD basis.

Energy (Eh): -6295.41780
Multiplicity: 1
Energy above the lowest of the compared OMol25 structures with the same formula, charge and spin (kcal per mole): 109.3
E_LUMO (eV): -0.75

Last column: Mulliken charge in e.
Atoms and positions in Å:
Rb 3.65 0.22 1.96  0.793
As 0.34 -0.52 0.32  2.126
F 0.20 -0.61 -1.44  -0.446
F -1.32 0.22 0.40  -0.508
F 2.06 -1.17 0.25  -0.477
F 0.97 1.15 0.13  -0.475
F 0.54 -0.43 2.04  -0.518
F -0.45 -2.10 0.43  -0.412
O 0.42 2.05 -4.33  -0.063
O 0.66 -5.82 -1.30  -0.554
O 3.99 -3.19 2.44  -0.490
O 1.88 -4.56 -2.69  -0.374
O 2.31 -4.77 2.50  -0.381
O -2.99 0.33 -7.81  -0.342
O -1.55 2.34 4.68  -0.327
O -1.83 -0.33 -6.16  -0.308
O 4.99 0.24 -0.82  -0.463
O -1.15 2.82 -5.66  -0.181
O -5.15 -0.91 -2.70  -0.204
O 2.55 -0.51 5.02  -0.085
O 2.10 -6.75 -2.82  -0.345
O -3.98 -1.33 -0.74  -0.321
O -2.57 2.39 6.59  -0.352
O -5.93 -0.16 -0.66  -0.566
O 1.02 3.66 -5.83  -0.601
O -4.61 2.06 3.20  -0.414
O 6.31 1.18 -2.36  -0.391
O 3.56 -1.63 6.78  -0.617
O -2.00 5.47 0.61  -0.551
O -4.02 -0.36 -5.86  -0.635
O 0.01 4.52 -0.08  -0.263
O -3.99 4.15 2.40  -0.540
O 0.09 6.29 1.37  -0.329
O 4.12 -5.11 3.72  -0.358
O -1.99 0.36 5.69  -0.618
O -4.93 3.76 4.49  -0.349
O 4.81 -0.04 -3.05  -0.267
O 4.55 -0.63 5.04  -0.096
C -6.34 -0.73 -3.46  -0.776
C -0.74 5.45 0.68  0.725
C 1.63 -8.12 -2.72  -0.641
C -0.58 3.54 -0.89  -0.119
C -2.97 1.89 7.88  -0.722
C 3.53 -4.25 2.87  0.651
C -5.73 2.97 5.34  -0.637
C 5.37 -4.82 4.33  -0.507
C -1.68 -1.08 -4.90  -0.578
C 7.07 1.86 -1.33  -0.615
C 1.50 -4.07 1.62  0.203
C -5.08 -0.69 -1.35  0.618
C -3.02 -0.07 -6.53  0.959
C -1.65 3.64 -6.73  -0.484
C 3.79 -1.08 -2.96  -0.381
C 1.46 -5.72 -2.21  0.738
C 5.85 -0.64 5.65  -0.671
C -3.97 1.40 2.10  0.001
C -2.83 -1.83 -1.47  -0.286
C 1.70 1.97 -3.68  -0.402
C -4.45 3.38 3.26  0.805
C 0.19 2.91 -5.35  0.579
C 3.57 -1.01 5.70  0.590
C 1.54 6.29 1.27  -0.501
C 5.31 0.39 -2.02  0.803
C 1.23 -3.38 -2.33  -0.163
C -2.01 1.59 5.59  0.910
C -0.95 1.73 3.63  -1.001
C 1.18 -0.64 5.42  -0.805
C -4.18 0.80 -8.38  -0.713
H 7.30 1.03 -0.66  0.285
H 0.61 -8.25 -3.09  0.304
H 6.04 -1.71 5.75  0.225
H 0.45 -0.64 4.61  0.269
H -2.27 1.15 8.26  0.288
H 0.11 1.54 3.78  0.453
H -1.56 0.94 3.19  0.457
H 1.89 5.30 1.56  0.193
H -3.17 2.72 8.55  0.269
H 6.57 2.71 -0.85  0.243
H -6.73 0.29 -3.46  0.316
H -0.94 3.96 -1.83  0.362
H -6.80 3.07 5.14  0.322
H -0.94 2.50 2.87  0.335
H 0.59 -4.65 1.44  0.232
H 5.24 -3.99 5.03  0.092
H 8.03 2.21 -1.70  0.237
H -3.97 1.46 7.77  0.297
H -5.03 0.69 -7.70  0.324
H 5.94 -0.19 6.63  0.297
H 6.19 -4.42 3.73  0.304
H -3.00 1.87 1.97  -0.306
H -1.16 -0.54 -4.10  0.192
H -4.46 0.19 -9.24  0.266
H -5.51 3.25 6.37  0.250
H -4.56 1.54 1.19  0.359
H 1.96 7.05 1.92  0.249
H 1.57 -3.12 -1.33  -0.063
H -1.14 -2.02 -5.01  0.264
H -0.89 4.04 -7.41  0.361
H -3.15 -2.11 -2.47  0.323
H -4.11 0.37 2.44  0.216
H -1.45 3.05 -0.46  0.188
H 0.18 2.80 -1.15  -0.273
H -2.50 -2.78 -1.05  0.257
H -4.04 1.84 -8.64  0.243
H 1.03 -1.61 5.89  0.420
H 6.60 -0.23 4.98  0.241
H 1.82 6.37 0.22  0.280
H 1.92 2.92 -3.20  0.413
H 5.76 -5.64 4.92  0.294
H -2.10 4.52 -6.27  0.323
H -5.53 1.90 5.33  0.271
H -2.62 -1.39 -4.44  0.290
H 0.14 -3.37 -2.35  0.396
H 1.60 1.21 -2.90  -0.352
H 1.63 -8.52 -1.71  0.292
H 2.73 -0.82 -2.93  -0.135
H 0.90 0.13 6.14  0.267
H 1.19 -3.11 2.03  -0.077
H 3.95 -1.80 -2.16  0.405
H -2.39 3.14 -7.36  -0.080
H -2.13 -0.99 -1.49  0.045
H 2.48 1.78 -4.43  0.416
H -6.33 -1.16 -4.47  0.253
H 1.56 -2.65 -3.07  0.130
H 2.03 -3.95 0.67  0.046
H 2.30 -8.71 -3.35  0.240
H -7.10 -1.40 -3.06  0.343
H 3.92 -1.74 -3.81  0.371

# 2
A 8-piece molecular cluster, C30H60B2F10N10O6S2 overall at a distorted geometry. Source: OMol25; level of theory: the ωB97M-V functional and the def2-TZVPD basis.

Energy (Eh): -4022.58174
Multiplicity: 1
E_LUMO (eV): -5.53
Total charge: +2

Last column: Mulliken charge in e.
Atoms and positions in Å:
S 1.41 1.22 -5.57  0.826
S 2.74 0.41 -3.81  0.848
F 1.02 -0.23 -0.65  -0.729
F -0.15 0.40 1.12  -0.336
F -1.01 -0.88 -0.35  -0.077
F -2.92 3.86 -1.67  -0.351
F -3.64 1.92 -0.93  -0.150
F -0.79 1.21 -0.86  -0.062
F 0.34 0.64 -6.65  -0.325
F -4.69 3.79 -0.30  -0.377
F 2.34 -0.74 -2.78  -0.217
F -4.81 3.12 -2.51  -0.367
O 2.51 1.48 -6.46  -0.622
O 2.61 1.64 -3.02  -0.397
O 1.11 -3.38 -3.38  -0.394
O -1.86 -0.21 -5.75  -0.150
O 0.67 2.34 -5.01  -0.531
O 4.05 -0.14 -4.17  -0.673
N 0.06 -2.59 4.69  0.111
N -0.11 -3.20 2.55  0.575
N 0.90 4.53 0.04  0.567
N -4.41 -1.93 2.71  0.393
N -3.42 0.03 2.24  0.334
N -0.60 -0.94 -3.22  1.392
N 1.32 3.79 2.11  0.522
N 4.14 0.84 1.48  0.280
N 5.00 2.90 1.63  0.302
N 1.42 -0.05 -4.73  -0.109
C 0.31 -3.57 3.81  -0.515
C 0.86 3.46 0.85  0.014
C -3.83 -0.80 3.25  -0.552
C -4.95 -3.05 3.46  -0.449
C 1.34 5.63 0.79  -0.424
C 0.43 4.52 -1.29  -0.237
C -0.09 -3.32 -2.48  0.370
C -1.14 -2.36 -3.01  -0.867
C 1.61 4.87 -2.31  -1.110
C -1.64 0.25 -3.37  0.551
C 5.00 1.69 2.22  -0.324
C 3.66 -1.55 0.85  -0.648
C 1.36 2.86 3.27  -0.734
C 4.34 2.79 0.42  -1.118
C -4.51 -4.39 2.92  -1.012
C -0.73 -1.96 2.71  0.466
C -2.56 -0.04 -4.51  -0.984
C -3.78 -0.55 1.05  -0.297
C 5.54 4.13 2.09  -0.886
C 1.66 5.14 2.06  -0.802
C -1.48 -4.49 1.00  -1.158
C 3.74 1.56 0.36  -0.232
C 0.41 -2.60 6.06  -0.848
C -0.04 -4.09 1.46  -0.187
C -0.59 -1.61 4.04  -0.774
C 3.62 -0.44 1.94  -0.207
C -4.28 -1.82 1.35  -0.777
C -2.60 0.17 -6.88  -0.976
C -2.73 1.26 2.42  -0.659
C 2.24 -4.09 -2.76  -0.669
B -0.18 0.17 -0.20  0.748
B -4.07 3.18 -1.35  0.273
H -4.52 -2.66 0.73  0.533
H 0.09 -0.83 -3.94  1.004
H 6.62 4.25 2.01  0.356
H 2.07 -5.16 -2.68  0.344
H -0.02 -0.75 -2.42  -1.337
H 4.23 3.60 -0.29  0.596
H -3.46 -4.60 3.16  0.093
H 3.14 1.11 -0.42  0.601
H -1.42 -5.12 0.11  0.479
H -3.41 1.86 3.03  0.566
H 0.14 -1.60 6.42  0.285
H 2.57 -3.66 -1.81  0.112
H -4.58 -4.49 1.84  0.339
H 1.87 5.91 -2.12  0.473
H 4.98 4.94 1.63  0.315
H 1.49 -2.70 6.17  0.372
H 0.68 3.22 4.04  0.406
H 0.54 2.46 0.60  -0.292
H -2.14 0.25 -2.39  -0.572
H -0.94 1.07 -3.51  0.130
H 0.72 -4.52 4.14  0.528
H -3.65 -0.14 0.07  0.640
H -4.79 -2.96 4.53  0.403
H 1.25 4.92 -3.34  0.378
H 1.42 6.59 0.31  0.487
H 0.31 -3.46 0.65  -0.173
H -3.15 0.88 -4.57  0.646
H -0.36 5.27 -1.37  0.412
H -1.43 -2.94 -3.89  0.453
H -0.03 3.56 -1.54  -0.034
H 2.62 -0.29 2.35  0.063
H 4.61 -2.07 0.79  0.494
H -2.64 1.82 1.49  -0.049
H 4.23 -0.83 2.75  0.384
H -3.65 -0.57 4.29  0.479
H -2.81 1.24 -6.85  0.393
H -2.04 -3.57 0.85  0.121
H 2.38 4.11 -2.22  0.158
H 0.73 -4.82 1.72  0.519
H -6.04 -3.03 3.47  0.346
H 2.86 -2.24 1.13  0.061
H -1.86 -2.28 -2.19  0.254
H -3.15 -0.94 -4.36  0.333
H -1.93 -5.12 1.77  0.324
H 3.34 -1.21 -0.13  0.001
H 0.29 -3.06 -1.49  -0.679
H 0.99 1.86 3.02  0.009
H 2.34 2.93 3.75  0.361
H 2.14 5.65 2.89  0.549
H -1.83 1.12 3.01  0.197
H -0.24 -3.29 6.60  0.368
H -3.46 -0.47 -7.08  0.343
H -1.06 -1.51 1.78  0.078
H 5.50 1.32 3.10  0.430
H -4.94 -5.28 3.37  0.476
H -2.07 -0.01 -7.81  0.251
H -0.77 -0.65 4.52  0.375
H 3.09 -3.86 -3.40  0.308
H -0.53 -4.31 -2.48  0.854
H 5.54 4.28 3.17  0.392

Question: Look up the energy of the first one.
Answer: -6295.41780 Eh

Question: Which value of E_LUMO does entry 1 give?
Answer: -0.75 eV